Density functional theory data (ωB97M-V/def2-TZVPD) for a molecular structure, C7H16FN2O.

CARTESIAN COORDINATES (ANGSTROEM)
C: -1.784 1.195 0.609
C: -0.602 0.515 1.272
C: -1.244 1.623 -0.664
C: 0.094 -0.291 0.260
C: 1.922 -1.017 -1.157
C: 2.073 1.174 -0.205
C: -1.316 -2.258 0.753
N: -0.610 0.497 -1.377
N: 1.570 -0.243 -0.020
O: -0.156 -1.721 0.189
F: -1.635 -0.420 -1.600
H: -2.580 0.482 0.494
H: -2.267 1.984 1.237
H: -0.078 1.440 1.543
H: -0.819 -0.141 2.077
H: -2.007 2.082 -1.361
H: -0.425 2.389 -0.451
H: 1.434 -2.101 -1.125
H: 1.548 -0.640 -2.052
H: 3.098 -1.034 -1.179
H: 3.110 1.196 -0.259
H: 1.834 1.455 -1.179
H: 1.669 1.856 0.472
H: -2.167 -2.128 0.223
H: -1.446 -1.862 1.849
H: -1.105 -3.380 0.752
H: 1.887 -0.654 0.897

The HOMO-LUMO gap is 10.39 eV. As for the net charge: +1. For the total energy, the calculation gives -15252.02526 eV. The calculation puts the LUMO energy at -2.960 eV. Its energy above the lowest of the compared OMol25 structures with the same formula, charge and spin is 58.87 kcal per mole.



Density functional theory data (ωB97M-V/def2-TZVPD) for a single C9H18N3PS molecule.

CARTESIAN COORDINATES (ANGSTROEM)
C: 0.224 -0.131 4.212
C: -0.652 -0.524 3.011
C: 0.137 -0.551 1.772
C: -0.748 -0.649 0.572
P: 0.318 -0.663 -0.919
S: 1.808 -1.871 -1.138
N: -0.716 -0.668 -2.231
C: 0.118 -1.113 -3.397
C: -2.113 -1.064 -2.160
N: 0.785 1.132 -0.976
C: 1.952 1.552 -0.432
C: 1.982 2.903 -0.571
N: 0.852 3.298 -1.104
C: 0.125 2.244 -1.383
H: 0.885 -0.944 4.343
H: 0.730 0.812 3.936
H: -0.458 -0.072 5.020
H: -1.362 0.268 2.850
H: -1.144 -1.457 3.398
H: 0.885 -1.324 1.656
H: 0.894 0.422 1.744
H: -1.395 0.277 0.430
H: -1.262 -1.621 0.636
H: -0.319 -0.729 -4.262
H: 1.153 -0.514 -3.124
H: 0.331 -2.257 -3.459
H: -2.350 -1.848 -1.471
H: -2.722 -0.215 -1.921
H: -2.387 -1.337 -3.173
H: 2.614 0.999 0.150
H: 2.712 3.627 -0.280
H: -0.876 2.017 -1.731

The HOMO-LUMO gap is 9.17 eV. As for the net charge: 0. For the total energy, the calculation gives -34218.45753 eV. The calculation puts the LUMO energy at 0.581 eV. Its energy above the lowest of the compared OMol25 structures with the same formula, charge and spin is 0.00 kcal per mole.



Density functional theory data (ωB97M-V/def2-TZVPD) for a molecular structure, C34H44BrF6N2O4OsSSi2.

CARTESIAN COORDINATES (ANGSTROEM)
Os: 0.173 0.408 -0.276
C: -2.725 -1.507 1.718
O: -1.569 -1.757 0.922
C: -1.022 -3.008 1.029
C: -1.676 -4.070 1.625
C: -1.035 -5.298 1.735
Br: -1.944 -6.739 2.545
C: 0.250 -5.461 1.280
C: 0.914 -4.395 0.668
C: 0.267 -3.165 0.505
O: 0.835 -2.124 -0.155
C: 2.305 -4.527 0.235
N: 3.001 -3.520 -0.239
C: 4.281 -4.011 -0.461
C: 5.433 -3.373 -0.919
C: 6.580 -4.130 -1.030
C: 6.597 -5.493 -0.694
C: 5.469 -6.137 -0.229
C: 4.318 -5.366 -0.118
N: 3.040 -5.667 0.320
H: -2.564 -1.837 2.745
H: -3.604 -2.001 1.300
H: -2.877 -0.430 1.713
H: -2.677 -3.962 2.014
H: 0.738 -6.417 1.408
H: 1.791 -2.390 -0.368
H: 5.423 -2.324 -1.174
H: 7.491 -3.667 -1.382
H: 7.518 -6.049 -0.797
H: 5.486 -7.185 0.037
H: 2.723 -6.561 0.650
C: 0.130 -0.343 3.155
Si: 1.200 0.601 1.935
C: 2.858 -0.266 1.767
C: 1.381 2.352 2.520
C: 1.928 2.705 3.757
C: 1.986 4.034 4.138
C: 1.494 5.020 3.287
C: 0.956 4.678 2.058
C: 0.891 3.341 1.656
Si: 0.292 2.817 -0.058
C: 1.467 3.791 -1.164
C: -1.379 3.644 -0.332
H: 0.576 -0.164 4.139
H: 0.121 -1.419 2.980
H: -0.890 0.039 3.202
H: 3.428 -0.050 2.676
H: 3.450 0.106 0.928
H: 2.760 -1.347 1.669
H: 2.310 1.945 4.431
H: 2.410 4.308 5.095
H: 1.537 6.059 3.587
H: 0.587 5.464 1.409
H: 1.305 4.836 -0.884
H: 1.295 3.713 -2.234
H: 2.510 3.576 -0.933
H: -1.280 4.705 -0.092
H: -2.161 3.231 0.304
H: -1.697 3.574 -1.375
C: -4.829 2.109 -0.115
C: -5.056 1.322 -1.398
C: -3.763 0.955 -2.114
S: -2.767 -0.191 -1.139
O: -1.736 0.860 -0.486
C: -1.863 -1.031 -2.450
C: -2.699 -2.170 -3.027
C: -2.872 -3.329 -2.054
H: -5.765 2.256 0.421
H: -4.399 3.088 -0.327
H: -4.141 1.595 0.561
H: -5.649 1.912 -2.100
H: -5.634 0.416 -1.201
H: -3.105 1.815 -2.266
H: -3.938 0.470 -3.075
H: -0.956 -1.422 -1.987
H: -1.580 -0.275 -3.184
H: -2.175 -2.507 -3.924
H: -3.667 -1.800 -3.376
H: -1.902 -3.727 -1.749
H: -3.438 -4.137 -2.515
H: -3.405 -3.027 -1.149
C: 3.235 1.224 -2.491
C: 2.079 0.315 -2.861
O: 1.141 0.093 -1.858
C: 2.628 -1.091 -3.210
F: 1.668 -2.022 -3.267
F: 3.270 -1.080 -4.383
F: 3.499 -1.475 -2.268
C: 1.314 0.872 -4.090
F: 0.492 1.862 -3.705
F: 2.136 1.354 -5.021
F: 0.541 -0.070 -4.664
H: 3.600 0.945 -1.504
H: 2.912 2.257 -2.478
H: 4.043 1.120 -3.213

The HOMO-LUMO gap (alpha / beta) is 7.12 / 7.06 eV. As for the net charge: +1. For the total energy, the calculation gives -162543.71259 eV. The calculation puts the LUMO energy (alpha / beta) at -3.517 / -3.578 eV. Its energy above the lowest of the compared OMol25 structures with the same formula, charge and spin is 4.50 kcal per mole.



Density functional theory data (ωB97M-V/def2-TZVPD) for a molecular structure, C45H63IrN7O5S2.

CARTESIAN COORDINATES (ANGSTROEM)
Ir: -0.298 -0.177 -0.445
C: 2.995 2.262 2.122
C: 2.342 0.882 2.187
C: 3.279 -0.111 2.886
C: 0.993 0.860 2.868
C: 0.771 1.664 3.982
C: -0.397 1.567 4.720
C: -1.367 0.657 4.339
C: -1.197 -0.153 3.218
C: -2.334 -1.056 2.796
C: -3.588 -0.246 2.466
C: -2.629 -2.130 3.842
C: -0.007 -0.040 2.492
N: 0.131 -0.857 1.311
C: 0.396 -2.180 1.446
C: 0.150 -2.892 0.295
N: -0.345 -2.109 -0.701
C: -1.044 -2.849 -1.752
C: -0.713 -2.792 -3.117
C: -1.345 -3.676 -3.988
C: -2.300 -4.579 -3.561
C: -2.681 -4.559 -2.236
C: -2.087 -3.693 -1.321
C: -2.682 -3.666 0.074
C: -4.160 -3.262 0.014
C: -2.521 -4.995 0.811
C: 0.219 -1.791 -3.761
C: -0.429 -0.406 -3.731
C: 1.647 -1.882 -3.245
H: 3.822 2.243 1.410
H: 3.410 2.563 3.084
H: 2.295 3.038 1.806
H: 2.194 0.547 1.160
H: 3.433 0.180 3.926
H: 4.254 -0.118 2.396
H: 2.876 -1.125 2.878
H: 1.540 2.358 4.292
H: -0.542 2.187 5.595
H: -2.281 0.576 4.912
H: -2.030 -1.552 1.878
H: -4.003 0.232 3.353
H: -4.363 -0.892 2.052
H: -3.368 0.530 1.728
H: -2.904 -1.684 4.799
H: -1.767 -2.775 4.013
H: -3.463 -2.756 3.522
H: 0.718 -2.592 2.390
H: 0.239 -3.960 0.186
H: -1.075 -3.642 -5.035
H: -2.757 -5.268 -4.259
H: -3.466 -5.220 -1.895
H: -2.164 -2.895 0.638
H: -4.765 -4.027 -0.473
H: -4.300 -2.330 -0.536
H: -4.555 -3.127 1.021
H: -3.021 -5.802 0.273
H: -2.966 -4.940 1.805
H: -1.474 -5.276 0.925
H: 0.256 -2.059 -4.820
H: -0.526 -0.012 -2.711
H: -1.433 -0.450 -4.153
H: 0.156 0.329 -4.287
H: 1.687 -1.703 -2.175
H: 2.293 -1.157 -3.746
H: 2.043 -2.881 -3.430
C: -4.400 2.638 4.047
C: -3.482 3.366 3.078
S: -4.440 4.505 2.100
O: -5.354 3.750 1.280
O: -4.915 5.536 2.978
C: -3.246 5.285 0.996
C: -3.266 4.769 -0.434
N: -2.930 3.347 -0.582
C: -1.730 2.798 -0.291
N: -1.771 1.476 -0.429
C: -3.057 1.146 -0.768
C: -3.775 2.292 -0.867
N: -5.138 2.391 -1.328
O: -5.503 3.436 -1.824
O: -5.790 1.375 -1.245
C: -0.556 3.569 0.191
H: -3.805 1.964 4.659
H: -5.152 2.057 3.513
H: -4.904 3.345 4.704
H: -2.975 2.681 2.392
H: -2.741 3.966 3.608
H: -2.265 5.222 1.468
H: -3.540 6.335 0.989
H: -2.556 5.338 -1.034
H: -4.251 4.896 -0.868
H: -3.380 0.134 -0.935
H: -0.614 4.617 -0.094
H: 0.357 3.147 -0.217
H: -0.487 3.503 1.280
C: 4.387 0.430 -4.863
C: 3.420 1.473 -4.319
C: 3.853 2.022 -2.965
N: 3.915 0.981 -1.936
C: 2.887 0.533 -1.239
S: 1.355 1.287 -1.438
N: 3.020 -0.512 -0.380
C: 3.973 -1.555 -0.268
O: 3.613 -2.577 0.250
C: 5.366 -1.383 -0.774
C: 6.209 -0.392 -0.271
C: 7.519 -0.312 -0.719
C: 7.980 -1.209 -1.673
C: 7.143 -2.201 -2.165
C: 5.839 -2.302 -1.706
H: 4.046 0.038 -5.820
H: 4.486 -0.419 -4.183
H: 5.382 0.853 -5.015
H: 2.415 1.056 -4.228
H: 3.346 2.317 -5.008
H: 3.192 2.814 -2.616
H: 4.861 2.433 -3.030
H: 4.812 0.541 -1.783
H: 2.139 -0.750 0.078
H: 5.844 0.302 0.476
H: 8.179 0.445 -0.320
H: 9.000 -1.142 -2.024
H: 7.510 -2.905 -2.899
H: 5.184 -3.085 -2.063

The HOMO-LUMO gap (alpha / beta) is 7.21 / 7.21 eV. As for the net charge: +1. For the total energy, the calculation gives -92858.38861 eV. The calculation puts the LUMO energy (alpha / beta) at -2.811 / -2.810 eV. Its energy above the lowest of the compared OMol25 structures with the same formula, charge and spin is 14.24 kcal per mole.



Density functional theory data (ωB97M-V/def2-TZVPD) for 2 unconnected molecules or ions with the total composition C6H13NO.

CARTESIAN COORDINATES (ANGSTROEM)
C: -1.788 2.592 0.243
N: -1.908 1.927 -0.807
C: -1.293 0.720 -1.225
C: -1.267 -0.217 -0.295
C: -0.618 -1.579 -0.481
C: 0.472 -2.163 0.492
C: 1.571 -1.152 0.941
H: -1.241 2.183 1.137
H: -2.298 3.591 0.276
H: -0.809 0.571 -2.275
H: -1.587 -0.100 0.688
H: 0.011 -1.340 -1.377
H: -1.405 -2.328 -0.723
H: 0.847 -3.129 -0.133
H: -0.051 -2.585 1.460
H: 2.608 -1.540 1.270
H: 1.687 -0.383 0.156
H: 1.448 -0.476 1.755
O: 2.209 1.768 -0.223
H: 2.055 1.686 -1.133
H: 1.356 1.955 0.255

The HOMO-LUMO gap is 9.59 eV. As for the net charge: 0. For the total energy, the calculation gives -9967.25590 eV. The calculation puts the LUMO energy at 0.685 eV. Its energy above the lowest of the compared OMol25 structures with the same formula, charge and spin is 90.36 kcal per mole.



Density functional theory data (ωB97M-V/def2-TZVPD) for a molecular structure, CHI3S.

CARTESIAN COORDINATES (ANGSTROEM)
C: 0.375 -0.161 -1.007
S: -0.830 -0.330 2.198
I: 0.639 1.054 0.747
I: -1.621 -0.356 -1.569
I: 1.492 1.157 -2.230
H: -0.055 -1.363 1.861

The HOMO-LUMO gap (alpha / beta) is 5.95 / 5.96 eV. As for the net charge: 0. For the total energy, the calculation gives -36186.48087 eV. The calculation puts the LUMO energy (alpha / beta) at -1.800 / -1.800 eV. Its energy above the lowest of the compared OMol25 structures with the same formula, charge and spin is 77.22 kcal per mole.



Density functional theory data (ωB97M-V/def2-TZVPD) for a molecular structure, C43H39N9O4S4Zr.

CARTESIAN COORDINATES (ANGSTROEM)
Zr: 0.478 0.229 -0.022
O: -5.211 -1.346 4.050
C: -5.407 -0.831 2.754
C: -4.075 -0.696 2.076
C: -3.983 -0.157 0.800
C: -2.742 -0.029 0.219
N: -1.613 -0.432 0.821
C: -1.692 -0.985 2.046
C: -2.907 -1.111 2.700
C: -0.422 -1.463 2.651
C: -0.441 -2.227 3.808
C: 0.744 -2.671 4.373
C: 0.737 -3.544 5.604
O: -0.504 -3.537 6.270
C: 1.924 -2.315 3.740
C: 1.867 -1.576 2.575
N: 0.728 -1.154 2.016
H: -6.061 -1.456 4.486
H: -5.887 0.153 2.776
H: -6.035 -1.493 2.146
H: -4.858 0.173 0.257
H: -2.633 0.410 -0.762
H: -2.973 -1.520 3.695
H: -1.370 -2.500 4.284
H: 1.565 -3.263 6.260
H: 0.923 -4.574 5.285
H: -0.492 -2.883 6.975
H: 2.891 -2.610 4.128
H: 2.783 -1.323 2.066
O: -0.851 1.931 -0.423
N: -1.062 2.812 0.489
N: -0.459 2.564 1.566
O: 0.244 1.452 1.707
C: -0.573 3.443 2.701
C: -0.316 2.922 3.957
C: -0.409 3.773 5.048
C: -0.745 5.107 4.870
C: -0.990 5.603 3.597
C: -0.902 4.773 2.491
H: -0.047 1.883 4.073
H: -0.217 3.391 6.042
H: -0.812 5.764 5.727
H: -1.243 6.646 3.461
H: -1.074 5.150 1.494
S: 2.146 4.290 -1.927
C: 2.559 4.454 -0.249
C: 3.067 5.568 0.412
C: 3.365 5.444 1.753
C: 3.181 4.226 2.418
C: 2.675 3.122 1.764
C: 2.333 3.242 0.415
N: 1.816 2.240 -0.407
C: 1.728 2.645 -1.645
C: 1.217 1.762 -2.692
C: 1.414 2.074 -4.037
C: 0.874 1.253 -5.014
C: 0.164 0.123 -4.636
C: 0.036 -0.212 -3.293
C: 0.574 0.581 -2.275
H: 3.233 6.500 -0.111
H: 3.763 6.292 2.293
H: 3.448 4.149 3.463
H: 2.542 2.186 2.287
H: 1.960 2.964 -4.326
H: 1.002 1.498 -6.060
H: -0.275 -0.521 -5.390
H: -0.512 -1.116 -3.042
C: 4.785 0.595 -2.593
N: 3.844 -0.508 -2.752
C: 3.595 -1.193 -3.928
C: 2.647 -2.108 -3.665
N: 2.322 -1.979 -2.319
C: 3.066 -0.988 -1.775
S: 3.095 -0.467 -0.155
C: 1.360 -2.785 -1.665
C: 1.380 -4.136 -1.967
C: 0.415 -4.962 -1.421
C: -0.529 -4.395 -0.590
C: -0.456 -3.041 -0.329
N: 0.474 -2.215 -0.836
H: 5.162 0.859 -3.577
H: 5.609 0.295 -1.949
H: 4.268 1.445 -2.152
H: 4.106 -0.947 -4.841
H: 2.137 -2.802 -4.307
H: 2.159 -4.526 -2.606
H: 0.411 -6.020 -1.643
H: -1.328 -4.973 -0.148
H: -1.199 -2.593 0.306
S: -3.156 -2.071 -2.297
C: -3.078 -2.379 -3.922
N: -3.928 -1.950 -4.852
C: -3.560 -2.147 -6.249
C: -2.659 -3.378 -6.257
S: -1.801 -3.330 -4.653
H: -4.675 -1.333 -4.570
H: -3.029 -1.266 -6.620
H: -4.451 -2.301 -6.854
H: -1.940 -3.347 -7.072
H: -3.238 -4.297 -6.319

The HOMO-LUMO gap is 7.50 eV. As for the net charge: +2. For the total energy, the calculation gives -111437.54280 eV. The calculation puts the LUMO energy at -5.118 eV. Its energy above the lowest of the compared OMol25 structures with the same formula, charge and spin is 6.27 kcal per mole.



Density functional theory data (ωB97M-V/def2-TZVPD) for a molecular structure, C30H47N7O2OsP.

CARTESIAN COORDINATES (ANGSTROEM)
Os: 1.111 -1.045 0.769
O: 1.931 -3.348 4.191
C: 1.505 -2.584 3.342
N: 2.084 -2.222 2.182
C: 2.974 -3.222 1.619
C: 2.408 -3.623 0.289
C: 2.781 -4.766 -0.397
C: 2.212 -5.042 -1.624
C: 1.268 -4.162 -2.143
C: 0.931 -3.039 -1.423
N: 1.495 -2.776 -0.226
C: 0.114 -2.046 3.437
C: -0.625 -2.180 4.598
C: -1.947 -1.777 4.597
C: -2.477 -1.267 3.419
C: -1.677 -1.168 2.299
N: -0.393 -1.552 2.297
H: 3.038 -4.086 2.283
H: 3.992 -2.848 1.480
H: 3.515 -5.427 0.044
H: 2.494 -5.931 -2.170
H: 0.797 -4.339 -3.099
H: 0.214 -2.307 -1.766
H: -0.136 -2.614 5.459
H: -2.556 -1.866 5.487
H: -3.509 -0.950 3.357
H: -2.057 -0.767 1.376
C: 4.365 0.002 -1.509
C: 3.970 -0.689 -0.215
C: 4.972 -0.408 0.893
O: 2.701 -0.193 0.211
H: 3.681 -0.259 -2.312
H: 5.372 -0.297 -1.804
H: 4.354 1.085 -1.374
H: 3.904 -1.764 -0.400
H: 5.097 0.669 1.013
H: 5.942 -0.846 0.657
H: 4.619 -0.813 1.844
N: -0.203 -0.482 -0.482
P: -0.928 0.940 -0.525
N: -0.604 1.831 -1.875
C: 0.801 2.185 -2.130
C: 1.476 1.180 -3.056
C: 0.685 1.002 -4.350
C: -0.766 0.649 -4.046
C: -1.372 1.691 -3.113
N: -0.397 1.955 0.683
C: -0.495 3.423 0.615
C: -1.016 4.001 1.924
C: -0.122 3.576 3.084
C: 0.034 2.056 3.113
C: 0.508 1.562 1.756
N: -2.565 0.726 -0.476
C: -3.483 1.789 -0.061
C: -4.609 2.000 -1.067
C: -5.331 0.689 -1.367
C: -4.339 -0.377 -1.821
C: -3.226 -0.547 -0.795
H: 1.340 2.247 -1.185
H: 0.812 3.182 -2.585
H: 1.540 0.226 -2.526
H: 2.494 1.512 -3.266
H: 1.144 0.234 -4.976
H: 0.713 1.934 -4.925
H: -0.821 -0.334 -3.565
H: -1.354 0.601 -4.965
H: -2.399 1.450 -2.864
H: -1.380 2.669 -3.607
H: -1.115 3.702 -0.234
H: 0.509 3.825 0.419
H: -2.038 3.650 2.095
H: -1.051 5.089 1.850
H: -0.525 3.929 4.034
H: 0.863 4.037 2.967
H: -0.924 1.584 3.349
H: 0.752 1.756 3.878
H: 0.592 0.463 1.865
H: 1.518 1.928 1.536
H: -2.927 2.714 0.073
H: -3.911 1.525 0.916
H: -4.197 2.418 -1.990
H: -5.304 2.739 -0.664
H: -6.103 0.844 -2.120
H: -5.839 0.342 -0.460
H: -3.913 -0.102 -2.788
H: -4.840 -1.337 -1.958
H: -2.471 -1.258 -1.123
H: -3.674 -0.947 0.127

The HOMO-LUMO gap (alpha / beta) is 7.57 / 7.57 eV. As for the net charge: +1. For the total energy, the calculation gives -58152.09379 eV. The calculation puts the LUMO energy (alpha / beta) at -3.010 / -3.010 eV. Its energy above the lowest of the compared OMol25 structures with the same formula, charge and spin is 12.21 kcal per mole.